Model A:
{
  "formula": "C30H36BaF5N4O2PSe",
  "method": "wB97M-V/def2-TZVPD",
  "symbols": ["O", "N", "F", "H", "C", "H", "H", "C", "C", "C", "H", "H", "H", "H", "F", "C", "H", "N", "H", "H", "C", "C", "C", "H", "C", "H", "H", "C", "C", "C", "F", "H", "H", "C", "H", "H", "H", "C", "H", "O", "C", "H", "C", "F", "H", "C", "C", "H", "H", "H", "P", "C", "F", "C", "H", "C", "C", "C", "H", "Se", "N", "C", "H", "C", "H", "H", "C", "H", "C", "H", "H", "C", "C", "H", "H", "H", "C", "N", "Ba", "H"],
  "positions_angstrom": [[-2.81023, -0.08815, -0.96305], [1.67378, -0.80315, -1.41701], [-4.29629, 5.88158, 1.41490], [-4.82115, -2.00297, -0.39865], [1.28821, -2.40570, 2.69108], [3.65955, -0.14315, 0.25384], [0.12560, 1.23311, 4.38555], [1.80391, 1.80443, 3.15215], [0.95095, -1.20246, 3.57510], [-0.91220, 7.10034, 1.86736], [2.87871, 0.11813, 2.32551], [1.42839, -3.64048, 0.35475], [-3.12015, -1.53923, 4.21192], [4.00315, 1.46558, -0.41461], [-2.89607, 3.87930, 0.24772], [-2.57956, -5.31761, 0.82321], [0.34219, -1.55196, 4.42553], [2.22946, 1.26444, 0.74224], [2.08428, 2.25073, 0.52935], [2.96418, -3.84924, 1.22732], [-2.13952, -0.73104, -1.78665], [-0.20860, 6.07701, 1.26300], [-2.66776, -2.13044, 2.20704], [1.67788, 2.86195, 2.91638], [-3.11898, -2.26040, 0.89617], [2.01407, 1.19373, -1.91318], [3.39561, 0.11337, -2.24642], [-4.42810, -1.89726, 0.60082], [-4.77084, -1.21531, 2.88232], [-0.84182, 4.98136, 0.66327], [1.13146, 6.11408, 1.24193], [-0.32234, 1.79729, 2.76894], [-3.51445, -2.37610, -2.10823], [-2.66017, -5.29747, -1.56982], [-3.17991, -7.14673, -2.50044], [0.93028, -0.69350, -2.09589], [0.35005, -2.90132, 2.37067], [2.26159, -2.11034, -1.68836], [-5.40436, -0.78313, 3.64146], [-1.14900, -0.27252, -2.38453], [0.40040, 1.18400, 3.31680], [-3.03708, -7.17854, 1.76562], [3.13444, -2.69766, -0.57673], [-0.27291, 8.13984, 2.41547], [1.43443, -2.80496, -1.86667], [2.57853, 0.33120, -1.53923], [2.35834, -3.12639, 0.66763], [-2.40136, -4.80837, 1.75973], [1.85213, -3.13468, 3.28507], [-0.70240, -0.40458, 2.72809], [-1.85965, -2.87866, -0.29993], [-2.93825, -6.65151, 0.82681], [-2.99910, 8.04897, 2.46772], [-2.30416, 7.05266, 1.90636], [-2.54236, -4.78783, -2.51434], [-5.23924, -1.36581, 1.58778], [3.20669, 0.73573, -0.20119], [-2.96093, 5.95374, 1.36159], [1.87597, -0.79608, 3.97683], [0.21550, 3.76792, -0.28416], [0.28176, -0.16849, 2.79711], [-2.23346, 4.94081, 0.75769], [3.62818, -3.57948, -0.99108], [-3.01910, -6.63430, -1.56441], [3.90924, -1.99143, -0.28627], [1.61200, -1.27950, 1.04456], [-3.16167, -7.31588, -0.36700], [-1.85020, -2.63708, -2.72811], [2.72629, 1.17504, 2.10886], [-3.44408, -8.35847, -0.36607], [-1.66246, -2.45268, 2.44744], [-2.45394, -2.20600, -1.92972], [-2.45508, -4.61712, -0.37652], [-6.24487, -1.05711, 1.34383], [2.87247, -2.07055, -2.60630], [2.33493, 1.74974, 4.10340], [-3.48651, -1.62232, 3.19852], [2.09745, -2.01387, 1.55720], [-0.91512, 0.96066, -0.44394], [3.70274, 1.68250, 2.20444]],
  "gap_ev": 7.49,
  "e_homo_ha": -0.268,
  "spin_multiplicity": 1
}

Model B:
{
  "formula": "C30H36BaF5N4O2PSe",
  "method": "wB97M-V/def2-TZVPD",
  "symbols": ["H", "C", "Ba", "F", "H", "H", "C", "H", "H", "C", "H", "C", "C", "O", "C", "C", "H", "C", "H", "H", "H", "N", "H", "F", "C", "H", "C", "N", "F", "P", "N", "C", "N", "C", "C", "C", "H", "O", "H", "H", "H", "F", "C", "H", "C", "H", "H", "H", "C", "H", "C", "H", "H", "H", "C", "H", "H", "H", "C", "Se", "C", "C", "H", "H", "H", "H", "H", "H", "C", "C", "H", "H", "C", "C", "C", "C", "C", "C", "H", "F"],
  "positions_angstrom": [[2.15398, -0.85044, -0.10849], [4.90527, -3.49653, 5.59808], [-0.58861, 0.29265, 0.32536], [-4.10353, -0.11836, 5.29614], [-1.81819, 3.93036, -2.56010], [1.09879, -3.53239, 2.41849], [-0.44737, 0.16447, 6.23882], [-0.11344, -2.88498, 3.55641], [-0.98910, -0.21818, 7.09466], [4.26446, -2.38417, 6.12030], [3.37394, -3.63281, 2.58782], [-3.27274, 3.36459, 5.72337], [2.95976, 2.18645, -1.28259], [-1.41927, -1.65035, 1.71217], [-3.10485, 1.41506, 3.80018], [-1.56878, -0.43653, -3.40620], [2.55938, 2.10698, -2.29721], [-3.75326, 2.09760, 5.99702], [-1.30974, -0.91646, -4.36123], [2.79470, -0.86082, 5.80606], [2.34965, 4.17144, -0.76309], [0.67286, 2.91784, -0.49155], [0.95925, -0.75732, -4.01063], [-4.27374, 1.81666, 7.19633], [3.28855, -1.72603, 5.38343], [0.34894, 2.66010, -2.54033], [4.57468, -3.94298, 4.32579], [2.07361, -0.13650, -0.82487], [-3.02403, 0.42335, 2.90413], [1.73109, -1.29525, 3.04904], [-0.46929, -0.59414, -2.45152], [-1.44948, 3.44151, -1.64993], [-2.14020, 2.15829, -1.45093], [3.60632, -3.28259, 3.58749], [0.90933, 1.14235, 4.03334], [-0.35821, 1.53752, 6.02976], [-2.43341, -0.97456, -3.00831], [0.26092, -2.18832, 0.37985], [-3.61539, 0.96466, -2.30173], [3.94378, 2.65006, -1.39478], [0.24438, 3.42975, 0.27768], [-2.25495, 4.87733, 4.28329], [-3.66601, 1.11655, 5.02733], [-0.45370, -1.55935, -2.12923], [2.93743, -2.17600, 4.11309], [2.91201, -0.72924, -2.67340], [1.43980, 1.52823, 3.16878], [-2.80161, 2.29022, -0.69055], [3.19086, 0.79736, -0.69297], [-2.55965, 0.98991, -4.61941], [-1.98129, 1.00622, -3.69168], [1.79504, -1.87189, -1.94152], [3.40877, 0.89746, 0.37413], [2.42996, 3.06312, 0.60175], [-2.61812, 2.67740, 3.48669], [4.09221, 0.37421, -1.15957], [-3.39342, 2.50697, -3.11377], [5.66199, -4.01147, 6.17534], [0.06582, 3.35345, -1.74495], [-1.85732, 3.06764, 1.79461], [-2.85505, 1.67749, -2.63388], [0.14678, -0.71440, 5.35026], [5.07534, -4.80547, 3.90487], [4.51984, -2.02446, 7.10881], [0.34899, 3.09294, 4.73091], [0.94098, 0.78295, -3.15931], [-1.10449, 1.62328, -3.90603], [-0.82396, 2.22107, 6.72817], [-2.71552, 3.63824, 4.48670], [0.51389, -2.65613, 2.69697], [-1.70582, 4.10197, -0.81699], [0.44134, 4.34537, -2.04362], [0.30699, 2.02795, 4.91959], [-0.30664, -2.19740, 1.51157], [0.84808, -0.23324, 4.24302], [2.11676, 3.14467, -0.44307], [1.96561, -0.80721, -2.12372], [0.84568, -0.29521, -3.01767], [0.07701, -1.78081, 5.52793], [-3.33649, 4.31344, 6.66497]],
  "gap_ev": 7.29,
  "e_homo_ha": -0.261,
  "spin_multiplicity": 1
}

Which structure wins on stability? model B wins.

Model A:
{
  "formula": "C6H8O2S",
  "method": "wB97M-V/def2-TZVPD",
  "symbols": ["C", "C", "H", "C", "C", "O", "H", "H", "H", "H", "H", "C", "H", "C", "O", "H", "S"],
  "positions_angstrom": [[-0.12171, 0.58598, 1.66419], [-0.93323, 2.33617, -0.29841], [2.23980, 0.04979, -0.40915], [0.82737, -1.66128, -1.17599], [0.63054, 0.28603, 0.50538], [1.98060, 0.44401, 0.43169], [0.97978, -2.28170, -0.38240], [1.71522, -1.58051, -1.78551], [0.19508, -2.23968, -1.86360], [-0.95373, -0.70346, -0.44577], [0.00992, 0.43294, -1.36143], [0.06939, -0.44277, -0.71036], [-1.96493, 0.38846, 2.59545], [-1.55841, 0.47403, 1.66961], [-0.91984, 2.31540, -1.45597], [0.37476, 0.72614, 2.55605], [-2.57062, 0.87045, 0.46620]],
  "gap_ev": 7.67,
  "e_homo_ha": -0.299,
  "spin_multiplicity": 1
}

Model B:
{
  "formula": "C6H8O2S",
  "method": "wB97M-V/def2-TZVPD",
  "symbols": ["H", "H", "H", "C", "H", "C", "C", "C", "S", "H", "H", "C", "O", "C", "H", "H", "O"],
  "positions_angstrom": [[2.92568, 1.22676, 0.25265], [-0.56015, 1.32004, -3.15725], [3.85930, 0.65191, 1.57182], [-0.04157, 0.09414, -0.19038], [-2.87207, 0.36888, -1.72242], [-1.75035, 0.36611, -1.50699], [3.13333, 0.33905, 0.85337], [-1.38888, -0.07583, -0.17613], [1.57427, -0.41716, 1.56378], [3.78440, -0.36151, 0.38758], [-2.81806, -1.47847, 0.49889], [-0.67285, 0.69112, -2.21724], [1.63939, -1.86582, 1.37037], [-2.28510, -0.63269, 0.84899], [-1.86626, -0.99789, 1.77329], [-3.07343, 0.07653, 1.18839], [0.41236, 0.69484, -1.33871]],
  "gap_ev": [8.29, 8.29],
  "e_homo_ha": [-0.321, -0.321],
  "spin_multiplicity": 1
}

Which structure wins on stability? model A wins.

Model A:
{
  "formula": "C17H34GeN3ORhSSi3",
  "method": "wB97M-V/def2-TZVPD",
  "symbols": ["Si", "N", "H", "H", "C", "H", "H", "H", "C", "H", "N", "C", "Si", "C", "O", "C", "H", "H", "Rh", "H", "C", "H", "H", "C", "H", "H", "H", "H", "H", "H", "H", "H", "H", "H", "C", "H", "H", "H", "C", "C", "H", "C", "H", "H", "Si", "S", "C", "H", "C", "H", "C", "C", "H", "C", "N", "H", "C", "Ge", "H", "H", "H"],
  "positions_angstrom": [[1.44068, 1.40886, 1.95432], [0.37454, -2.33510, 1.12256], [-2.08246, -0.26319, -2.49993], [-3.36191, 0.95285, -2.42872], [1.29946, -0.79673, -3.02200], [3.54164, 0.06687, 2.10414], [-3.11484, -0.17141, 0.70850], [-3.85998, 1.41782, 0.53603], [-4.42220, -2.76471, -0.66223], [0.26342, -0.77056, -3.35848], [3.60826, -2.58220, 2.46671], [1.26938, 2.22554, -3.33997], [1.81963, 0.84541, -2.20857], [-4.41230, -2.98028, 0.71898], [-0.95877, -2.07885, -1.37106], [-2.91054, 0.89919, 0.69496], [4.53184, -2.67797, 2.08406], [3.43905, -2.93515, 3.39443], [0.83155, -1.77730, -0.70041], [3.78694, 1.53934, 1.15636], [-2.03742, -2.38797, -0.66348], [0.19802, 2.21391, -3.53713], [1.59070, 3.69659, 2.83367], [1.08660, 3.24891, 1.97311], [0.74766, -0.49603, 3.39732], [3.68223, 1.62318, 2.91591], [-1.80457, 1.36176, -3.13871], [1.46871, -1.79537, -2.53686], [-5.35395, -2.82869, -1.20896], [4.16962, 0.81174, -2.93217], [-0.90006, -2.91089, 2.55999], [-3.26026, -2.32778, -2.41374], [-3.18675, -3.10270, 2.46169], [1.52756, 3.19800, -2.91596], [-0.82158, -2.61472, 1.51799], [0.01981, 3.45081, 2.07730], [-2.53614, 1.19055, 1.67852], [1.44729, 3.76112, 1.07901], [2.55526, -2.42100, 1.63973], [3.66603, 0.95505, -1.97260], [-0.55890, 0.69016, 3.23443], [-3.21828, -2.91870, 1.39460], [-2.49004, 3.68570, -1.04857], [1.78923, 2.13825, -4.29788], [-1.72309, 1.38879, -0.65902], [2.93142, -2.00710, -0.04032], [-3.25896, -2.48089, -1.34313], [4.06144, 0.22569, -1.26737], [-2.01586, -2.61929, 0.72758], [1.93688, -0.94264, -3.90027], [3.28253, 1.12214, 2.02987], [0.52087, 0.56912, 3.34448], [0.80927, 1.02643, 4.29465], [-2.28372, 0.79398, -2.33983], [1.35620, -2.52611, 2.09013], [-0.76781, 3.58386, -1.40062], [-1.54421, 3.25622, -0.70615], [0.55711, 0.73983, -0.18332], [-1.32742, 3.68100, 0.27382], [3.92982, 1.95172, -1.61201], [-5.32866, -3.20707, 1.24466]],
  "gap_ev": [7.33, 5.92],
  "e_homo_ha": [-0.414, -0.411],
  "charge": 1,
  "spin_multiplicity": 2
}

Model B:
{
  "formula": "C17H34GeN3ORhSSi3",
  "method": "wB97M-V/def2-TZVPD",
  "symbols": ["H", "H", "C", "Si", "H", "C", "H", "N", "H", "H", "H", "C", "H", "H", "H", "H", "H", "H", "H", "Ge", "H", "Rh", "H", "H", "H", "H", "C", "C", "H", "H", "C", "H", "Si", "Si", "H", "C", "H", "C", "H", "O", "H", "C", "H", "C", "N", "C", "H", "H", "C", "H", "H", "H", "C", "C", "C", "N", "C", "H", "C", "S", "H"],
  "positions_angstrom": [[5.21138, 3.00741, 1.11281], [0.41306, -4.03953, 2.38979], [1.42875, 2.48813, 0.57809], [1.59093, -0.53484, 3.78255], [-4.18365, 0.48132, 2.83892], [-2.19139, 0.81647, 5.45594], [0.09775, -3.05877, 0.96643], [-1.92858, 1.40800, -0.30545], [-4.23443, 1.20304, -1.20551], [-0.91210, -4.44563, 1.29961], [3.65268, 4.89958, 1.45823], [4.14962, 2.85882, 0.96387], [2.33336, -1.19050, 5.99708], [-2.88925, 1.49692, 5.95132], [-4.29795, 2.19758, 3.22593], [2.60048, -2.70058, 3.03842], [2.50421, -1.57603, 1.68182], [-1.47800, 3.70394, 4.38652], [-1.24588, 0.85377, 5.99925], [-0.59866, -0.29018, 2.67337], [-2.08889, -4.09920, 4.60927], [0.14344, -0.51499, 0.40153], [-3.48763, 1.67758, 1.74032], [1.23137, 4.56842, 1.09599], [-3.74153, -3.52581, 2.17324], [2.52665, 1.60430, 2.92682], [-3.65007, 1.43196, 2.79102], [2.32280, 1.40961, 0.39754], [3.28619, 1.12738, 4.44268], [-0.58732, 3.23246, 0.28286], [1.35732, -1.21283, 5.50309], [0.67275, -0.60612, 6.09751], [-2.01490, 1.37400, 3.68593], [-1.56964, -2.54465, 2.79584], [3.74236, -1.36492, 2.89490], [3.27062, 3.93309, 1.16266], [1.00664, -2.24141, 5.51872], [0.03406, 2.34322, 0.31934], [-3.25414, -2.31119, 0.99572], [1.89275, 0.21644, 0.01962], [4.36862, 0.78623, 0.42291], [-0.38662, -3.61620, 1.77938], [-2.59291, -0.19348, 5.54160], [2.33316, 1.17395, 3.90736], [-0.59924, 1.24215, 0.04889], [3.69441, 1.61604, 0.58494], [-0.67985, -3.14128, 5.05149], [1.68294, 1.85726, 4.45733], [-1.18682, 3.05222, 3.55940], [-2.29700, -2.44285, 5.16462], [-0.09794, 2.98313, 3.55872], [-4.17416, -0.48482, -1.51888], [-3.28203, -2.53988, 2.05798], [-1.65399, -3.09606, 4.57360], [-2.48952, 0.31208, -0.69507], [-3.79588, 0.31165, -1.03680], [1.92663, 3.74842, 0.96168], [-1.49484, 3.54346, 2.63319], [2.69678, -1.65134, 2.75324], [-1.63872, -1.22531, -0.75401], [-3.93210, -1.81610, 2.55196]],
  "gap_ev": [6.95, 6.05],
  "e_homo_ha": [-0.413, -0.411],
  "charge": 1,
  "spin_multiplicity": 2
}

Which structure wins on stability? model A wins.